(1)
39
Properties=species:S:1:pos:R:3:lowdin_charge:R:1 method="wB97M-V/def2-TZVPD" e_homo_ev=-8.7 multiplicity=1 e_tot_ha=-730.6262
C 5.4440 3.1091 -0.2883 -0.097
C 4.9365 1.9758 0.5917 -0.296
N 3.4863 1.9083 0.5346 -0.100
C 2.9028 0.8644 1.3575 -0.186
C 1.4155 0.7532 1.0035 -0.342
O 1.2854 0.6945 -0.4048 -0.055
C 0.7910 -0.4903 1.6594 -0.166
O -0.6087 -0.4213 1.8033 -0.115
C -1.3490 -0.3635 0.5998 -0.163
C -1.2900 -1.6293 -0.2646 -0.355
O -0.0511 -1.8122 -0.9119 -0.039
C -2.4223 -1.5797 -1.3050 -0.195
N -3.7212 -1.5574 -0.6655 -0.092
C -4.8251 -1.5321 -1.6077 -0.309
C -6.1534 -1.5482 -0.8650 -0.102
H 6.5303 3.1130 -0.3046 0.070
H 5.1001 4.0702 0.0886 0.069
H 5.0772 2.9850 -1.3037 0.072
H 5.3043 2.1117 1.6232 0.114
H 5.3221 1.0197 0.2242 0.116
H 3.0969 2.8095 0.8022 0.126
H 3.3979 -0.0775 1.1010 0.135
H 3.0241 1.0348 2.4387 0.129
H 0.8842 1.6463 1.3742 0.155
H 2.0641 1.1516 -0.7626 0.089
H 1.0901 -1.3796 1.0931 0.131
H 1.1671 -0.5744 2.6824 0.133
H -1.0319 0.4931 -0.0089 0.127
H -2.3849 -0.2156 0.9115 0.126
H -1.4313 -2.5087 0.3779 0.154
H 0.3413 -0.9407 -1.0786 0.068
H -2.2930 -2.4362 -1.9898 0.125
H -2.3214 -0.6635 -1.8969 0.128
H -3.8135 -2.3710 -0.0624 0.118
H -4.7866 -2.3762 -2.3207 0.112
H -4.7367 -0.6072 -2.1866 0.113
H -6.9786 -1.4528 -1.5658 0.067
H -6.2715 -2.4793 -0.3145 0.067
H -6.1908 -0.7233 -0.1589 0.070

(2)
43
Properties=species:S:1:pos:R:3:lowdin_charge:R:1 method="wB97M-V/def2-TZVPD" e_homo_ev=3.8 charge=-3 multiplicity=1 e_tot_ha=-1048.7488
Ag -1.7691 0.1496 0.2572 0.741
O -0.9299 2.3853 0.7797 -0.394
C -0.9653 3.0821 -0.4003 -0.533
C -2.1469 2.8158 -1.4129 -0.522
O -2.4388 1.5165 -1.7950 -0.412
H 0.0069 2.9937 -0.9768 0.040
H -0.9932 4.1718 -0.1298 0.050
H -1.9153 3.4816 -2.2871 0.036
H -3.0838 3.2331 -0.9878 0.062
O -3.1058 -1.7176 -0.5837 -0.425
C -3.7300 -2.0360 0.6119 -0.527
C -4.5587 -0.9221 1.3198 -0.548
O -3.9742 0.2976 1.5426 -0.399
H -3.0363 -2.5542 1.3189 0.041
H -4.4539 -2.8342 0.2863 0.046
H -4.9177 -1.3707 2.2944 0.034
H -5.5336 -0.8008 0.7835 0.049
C 2.7918 -1.2118 -0.4508 -0.061
C 2.3898 0.2411 -0.7286 -0.423
C 2.6830 0.6075 -2.1842 -0.177
O 4.0605 0.4098 -2.5733 -0.218
C 4.9889 1.2850 -2.0023 -0.158
N 0.9514 0.3956 -0.4995 0.032
H 2.0424 -1.7975 -0.9913 0.087
H 2.9220 -1.5074 0.5872 0.068
H 3.7617 -1.4391 -0.9109 0.059
H 3.0067 0.8544 -0.0635 0.131
H 2.3693 1.6095 -2.4853 0.122
H 2.1078 -0.0873 -2.8022 0.125
H 5.1998 1.0833 -0.9430 0.078
H 4.8879 2.3430 -2.2489 0.083
H 5.9431 0.9140 -2.4096 0.074
H 0.4982 -0.0404 -1.3018 0.086
H 0.6054 1.3592 -0.4851 0.040
C -0.9733 -2.2722 3.1907 -0.108
C -0.1578 -1.9210 1.9507 -0.372
O 0.3455 -0.6064 2.0853 -0.140
H -2.0012 -1.9279 3.0664 0.058
H -0.6269 -1.8237 4.1275 0.056
H -0.8565 -3.3442 3.3909 0.051
H -0.6862 -2.0582 0.9995 0.084
H 0.6805 -2.6466 1.8747 0.078
H 0.6117 -0.3104 1.1861 0.008

(3)
44
Properties=species:S:1:pos:R:3:lowdin_charge:R:1 method="wB97M-V/def2-TZVPD" e_homo_ev=-5.1 charge=-1 multiplicity=1 e_tot_ha=-2217.1973
C 2.3046 4.6114 0.3201 -0.127
C 1.7118 3.3462 -0.2939 -0.267
C 2.5292 2.7987 -1.4758 -0.214
C 3.0952 1.4130 -1.1930 -0.347
N 2.0281 0.4299 -1.1111 -0.313
P 2.4489 -1.0613 -0.2550 0.167
F 2.9002 -2.5026 0.4733 -0.441
Cl 2.2846 -0.0658 1.7233 0.185
I 2.9453 -2.2808 -2.6330 0.123
C 0.6822 -1.6706 -0.1714 -0.393
C -0.3908 -0.5873 -0.1469 -0.292
P -1.9683 -1.1053 0.4964 0.476
O -2.9428 -0.0253 0.7458 -0.272
O -2.5222 -2.2469 -0.4935 -0.216
C -2.9852 -1.8437 -1.7928 -0.274
C -4.3570 -2.4576 -2.0668 -0.068
O -1.6220 -2.0048 1.7643 -0.213
C -2.4007 -1.8752 2.9663 -0.263
C -1.8800 -0.7391 3.8346 -0.072
H 2.1152 5.4900 -0.3027 0.064
H 1.8905 4.8065 1.3115 0.062
H 3.3888 4.5176 0.4295 0.067
H 1.6370 2.5687 0.4688 0.070
H 0.6860 3.5472 -0.6105 0.100
H 3.3511 3.4815 -1.7196 0.099
H 1.9034 2.7353 -2.3706 0.100
H 3.6059 1.4244 -0.2242 0.076
H 3.8503 1.1524 -1.9506 0.100
H 1.7600 0.1667 -2.0556 0.005
H 3.8173 -0.7594 -0.2609 -0.018
H 0.6403 -2.2795 0.7260 0.059
H 0.5263 -2.3331 -1.0209 0.024
H -0.0956 0.2699 0.4620 0.058
H -0.5778 -0.1992 -1.1520 0.091
H -3.0381 -0.7539 -1.8366 0.105
H -2.2438 -2.1812 -2.5186 0.117
H -5.1236 -1.6910 -2.1798 0.069
H -4.3516 -3.0759 -2.9651 0.066
H -4.6362 -3.0906 -1.2266 0.075
H -3.4460 -1.7171 2.6963 0.107
H -2.3098 -2.8389 3.4640 0.111
H -1.9529 -0.9937 4.8929 0.067
H -0.8287 -0.5627 3.6017 0.077
H -2.4288 0.1832 3.6506 0.071

(4)
47
Properties=species:S:1:pos:R:3:lowdin_charge:R:1 method="wB97M-V/def2-TZVPD" e_homo_ev=-8.5 multiplicity=1 e_tot_ha=-2680.8837
O -0.4645 -0.6310 1.8972 0.029
N 0.2719 -1.6104 2.0421 -0.018
O -0.4473 -2.7609 1.9519 -0.215
C -1.1750 -3.0292 3.2015 -0.298
Si -2.5535 -4.3801 2.8353 0.299
Cl -3.8311 -4.3378 4.6043 0.219
O -3.4294 -4.0437 1.3458 -0.495
Si -5.0621 -3.4443 1.6661 0.379
P -4.7990 -1.4645 2.6568 0.109
S -6.0704 -0.1282 1.9573 0.012
H -0.4825 -3.4304 4.0846 0.120
H -1.7839 -2.0911 3.6141 0.083
H -1.8745 -5.6939 2.6957 -0.007
H -5.7603 -4.4206 2.5204 -0.063
H -5.8781 -3.3499 0.4359 -0.039
H -3.4141 -1.0124 2.4791 -0.041
H -5.1337 -1.6806 4.0450 -0.057
C -1.1405 4.5300 0.6438 -0.027
C -1.7738 3.2019 0.3260 -0.491
O -2.9869 3.0306 0.4347 0.051
C -0.8654 2.0915 -0.1299 -0.036
H -1.9163 5.2356 0.9598 0.084
H -0.4212 4.4132 1.4583 0.084
H -0.6466 4.9286 -0.2460 0.087
H -0.1338 1.8661 0.6501 0.076
H -0.3593 2.3814 -1.0542 0.082
H -1.4602 1.1924 -0.3231 0.078
C 0.9088 -1.6391 -1.4466 -0.014
C 2.3637 -1.5445 -1.8213 -0.478
O 2.8344 -0.5135 -2.2991 0.046
C 3.2205 -2.7602 -1.5886 -0.024
H 0.4141 -0.6878 -1.6698 0.082
H 0.4262 -2.4290 -2.0275 0.093
H 0.8129 -1.8406 -0.3767 0.049
H 2.8407 -3.6001 -2.1759 0.087
H 3.2276 -3.0117 -0.5251 0.086
H 4.2469 -2.5467 -1.9053 0.085
C 3.2630 2.6554 -3.0754 -0.035
C 3.8850 4.0262 -3.0712 -0.495
O 3.1923 5.0416 -3.0299 0.043
C 5.3874 4.1065 -3.1194 -0.031
H 2.1727 2.7515 -3.0376 0.080
H 3.5358 2.1264 -3.9919 0.089
H 3.5952 2.0939 -2.1985 0.077
H 5.7549 3.6421 -4.0380 0.085
H 5.8143 3.6096 -2.2445 0.085
H 5.6951 5.1575 -3.1106 0.083

(5)
53
Properties=species:S:1:pos:R:3:lowdin_charge:R:1 method="wB97M-V/def2-TZVPD" e_homo_ev=-9.7 multiplicity=1 e_tot_ha=-2482.4114
O -17.6179 0.3533 -0.2948 0.136
H -17.6687 0.9734 0.5078 0.082
H -17.0000 0.8355 -0.9821 0.085
H -18.5350 0.2403 -0.6392 0.090
C -13.9814 -0.1538 -2.3549 -0.674
F -14.3634 -1.2805 -1.7961 0.169
F -12.6400 -0.1476 -2.3377 0.131
F -14.4116 -0.0422 -3.5940 0.158
S -14.4671 1.4144 -1.4157 0.685
O -14.6863 1.0636 -0.0073 -0.319
O -13.4209 2.3969 -1.5485 -0.255
N -16.0249 1.7180 -2.0308 -0.319
S -15.8168 3.1096 -2.6920 0.564
O -15.8082 4.3123 -1.8764 -0.284
O -14.8483 3.0921 -3.7766 -0.299
C -17.4583 3.2923 -3.6865 -0.665
F -18.4950 3.4630 -2.8730 0.119
F -17.3760 4.3528 -4.4670 0.148
F -17.6327 2.2590 -4.5271 0.112
C -15.8603 0.5495 3.1170 -0.056
C -17.3616 0.8314 3.2462 -0.420
C -17.8319 1.2885 4.6136 -0.211
O -19.2428 1.2499 4.5468 -0.207
C -19.8542 1.7631 5.7380 -0.081
N -17.7492 1.7387 2.1197 0.055
H -15.6386 0.2590 2.0980 0.057
H -15.5955 -0.1976 3.8716 0.082
H -15.2756 1.4062 3.4727 0.087
H -17.7116 -0.1833 3.0217 0.142
H -17.4452 2.2960 4.8020 0.138
H -17.4664 0.5233 5.3066 0.134
H -19.8209 2.8530 5.7497 0.089
H -19.3028 1.3081 6.5638 0.086
H -20.8853 1.4206 5.7815 0.086
H -18.7231 1.9057 2.3850 0.077
H -17.2237 2.5743 2.3788 0.105
C -22.5848 1.2678 -0.1803 -0.049
C -21.2008 0.7489 -0.4755 -0.403
C -20.9940 0.3063 -1.9390 -0.203
O -19.8159 -0.4790 -2.0708 -0.203
C -19.4429 -0.6839 -3.4196 -0.086
N -20.0734 1.7304 -0.2440 0.050
H -22.5894 1.9435 0.6722 0.081
H -23.1967 0.4070 0.1016 0.086
H -23.0292 1.6251 -1.1115 0.087
H -20.9549 -0.1635 0.0802 0.138
H -20.8993 1.2223 -2.5301 0.125
H -21.8429 -0.2969 -2.2778 0.135
H -20.0363 -1.4461 -3.9317 0.092
H -18.4019 -1.0025 -3.3943 0.095
H -19.4894 0.2013 -4.0578 0.085
H -20.6068 2.4155 0.3019 0.075
H -20.0901 2.2982 -1.0849 0.064

(6)
46
Properties=species:S:1:pos:R:3:lowdin_charge:R:1 method="wB97M-V/def2-TZVPD" e_homo_ev=-1.8 charge=-1 multiplicity=1 e_tot_ha=-1464.6596
C 3.8116 -2.1314 -0.0575 -0.081
C 3.4423 -1.5067 -1.4170 -0.295
O 2.1040 -1.1475 -1.5436 -0.177
C 1.7045 -0.1024 -0.6466 -0.261
C 0.5441 0.6837 -1.1802 -0.333
C -0.5635 -0.1712 -1.6491 -0.205
O -1.6411 -0.4154 -0.6737 -0.173
C -2.9040 -0.1840 -1.1850 -0.349
C -3.9334 -0.5435 -0.1456 -0.090
C 0.1721 1.6597 -0.1708 -0.298
S -0.2326 3.2865 -0.9621 0.646
O 0.9549 4.1140 -0.9697 -0.423
O -0.7952 3.0574 -2.2679 -0.397
H 4.5964 -2.8629 -0.1782 0.060
H 4.1454 -1.3647 0.6304 0.060
H 2.9282 -2.6149 0.3327 0.045
H 4.0887 -0.6388 -1.5800 0.108
H 3.6744 -2.2434 -2.1745 0.104
H 1.5382 -0.5479 0.3554 0.118
H 2.5413 0.5894 -0.5169 0.112
H -1.0123 0.2372 -2.5532 0.098
H -0.1602 -1.1403 -1.9299 0.087
H -3.1039 -0.7684 -2.0906 0.111
H -3.0481 0.8653 -1.4589 0.115
H -3.9654 -1.6180 -0.0158 0.062
H -3.6765 -0.0855 0.7991 0.069
H -4.9118 -0.1929 -0.4436 0.062
H -0.6155 1.3880 0.5296 0.079
H 1.0504 1.8950 0.4164 0.084
H -1.1655 3.9485 -0.2217 0.031
C -0.7849 4.1543 2.9444 -0.665
O -0.8795 3.2785 2.1098 0.030
N -1.1781 3.9761 4.2465 0.142
N -0.2675 5.3856 2.6468 0.157
H -1.1032 4.6836 4.9514 0.083
H -1.5544 3.0790 4.4896 0.099
H 0.0497 5.5310 1.7034 0.100
H -0.1715 6.1252 3.3153 0.086
C 0.5246 -4.7148 -0.2289 -0.678
O 1.6460 -4.7730 0.2464 0.016
N -0.0339 -3.5709 -0.6999 0.186
N -0.2750 -5.8332 -0.3226 0.129
H -0.9571 -3.5257 -1.0868 0.096
H 0.5133 -2.7233 -0.6563 0.081
H 0.1043 -6.6965 0.0157 0.088
H -1.2001 -5.8205 -0.7061 0.081

Molar mass for every record listed, in sequence, given in g/mol: 220.3; 363.2; 450.6; 410.0; 477.4; 329.4.